(1)
Below is a structure of composition C14H25BHfN6Si, with properties calculated with ωB97M-V/def2-TZVPD.

Summary:
ΔE to the lowest compared entry with this formula, charge and spin ... 313.3 kJ/mol
Charge ... +2

Element x y z (Å)
H -1.4315 -2.7639 -0.2622
N -0.1425 -1.2897 -1.0873
B 1.1658 0.2353 -2.6738
N 0.0650 -0.8407 -2.3827
C -0.7071 -1.5397 -3.2312
Hf 1.0632 -0.2546 0.6071
H -0.6585 -1.3360 -4.2902
C -1.4547 -2.4554 -2.4933
H -2.1758 -3.1557 -2.8654
C -1.0785 -2.2634 -1.1536
H 1.2796 0.4192 -3.8516
C 2.3785 -0.0071 2.2283
H 2.1232 -0.2513 3.2622
H 1.9216 1.0051 2.0106
H 3.4594 0.0559 2.0936
N 2.4793 -0.3433 -2.0542
N 0.8340 1.5632 -1.9198
N 2.5593 -0.6422 -0.6800
N 0.6979 1.5995 -0.5312
C 3.6257 -0.6823 -2.6468
C 0.6316 2.7910 -2.4171
H 3.7376 -0.5288 -3.7095
H 0.7293 2.9593 -3.4785
C 4.5013 -1.2021 -1.6873
C 0.3168 3.6562 -1.3698
C 3.8210 -1.1623 -0.4735
C 0.3384 2.8749 -0.2072
H 5.4985 -1.5586 -1.8511
H 0.0947 4.7018 -1.4402
H 4.1321 -1.4527 0.5195
H 0.1101 3.1511 0.8136
H 1.9644 -1.2847 1.5588
C -2.6320 1.7353 1.5283
Si -2.4223 -0.0260 2.1523
C -3.1604 -0.1416 3.8834
C -3.4235 -1.1503 1.0325
C -0.6035 -0.4925 2.1864
H -3.7021 1.9795 1.4535
H -2.1812 1.8642 0.5355
H -2.1641 2.4586 2.2095
H -4.2330 0.0943 3.8666
H -3.0439 -1.1543 4.2925
H -2.6705 0.5582 4.5735
H -3.1080 -1.0621 -0.0146
H -3.3186 -2.2016 1.3310
H -4.4884 -0.8842 1.0936
H -0.1970 0.0001 3.1002
H -0.5312 -1.5756 2.4394

=====

(2)
Below is the molecule C14H25Br2ClIO4P, with properties calculated with ωB97M-V/def2-TZVPD.

Summary:
Structure (SMILES) ... CC[C@@H](Cl)[C@]1([C@@H](Br)[C@H](C)Br)O[C@@](C)(I)[C@](CC)(P(=O)(O)O)[C@H]1C
Charge ... 0

Element x y z (Å)
C 2.3798 3.4769 1.2326
C 1.7238 2.1130 0.9826
C 0.5056 2.2347 0.0866
Cl 0.9809 2.8993 -1.5249
C -0.3492 0.9332 -0.1279
C -1.7905 1.4757 -0.4374
Br -2.8182 0.4658 -1.7708
C -2.7552 1.6693 0.7547
C -4.0700 2.3363 0.3410
Br -1.9841 2.7446 2.2056
O -0.3181 0.2304 1.1217
C -0.2426 -1.1517 1.0150
C 0.4510 -1.6514 2.2746
I -2.2748 -2.0740 1.1760
C 0.4286 -1.4625 -0.3629
C -0.1819 -2.6073 -1.2027
C -0.2467 -4.0140 -0.5761
P 2.2503 -1.7650 -0.1654
O 2.9214 -0.8201 0.7395
O 2.5103 -3.3139 0.1604
O 2.7949 -1.8194 -1.6691
C 0.3711 -0.0549 -1.1018
C 0.0332 -0.0784 -2.6009
H 2.8639 3.4914 2.2096
H 3.1433 3.6909 0.4812
H 1.6513 4.2920 1.1900
H 2.4466 1.4402 0.5206
H 1.3950 1.6705 1.9225
H -0.1402 3.0112 0.4872
H -1.6663 2.4439 -0.9262
H -2.9505 0.7044 1.2081
H -4.7976 1.5844 0.0378
H -3.9124 3.0357 -0.4846
H -4.4796 2.9073 1.1738
H -0.2288 -1.6133 3.1249
H 0.7590 -2.6932 2.1680
H 1.3128 -1.0109 2.4703
H -1.1921 -2.3016 -1.4842
H 0.3804 -2.6674 -2.1375
H -1.2408 -4.4416 -0.7163
H -0.0820 -4.0023 0.5034
H 0.4958 -4.6783 -1.0167
H 2.2939 -3.5252 1.0763
H 2.3422 -1.2375 -2.2873
H 1.3946 0.3376 -1.0749
H -0.2377 0.9185 -2.9438
H 0.9102 -0.3753 -3.1875
H -0.7807 -0.7479 -2.8652

=====

(3)
Below is a structure of composition C14H25BrHfO6P2S, with properties calculated with ωB97M-V/def2-TZVPD.

Summary:
Charge ... +4

Element x y z (Å)
C -3.7381 0.9555 -2.3022
C -2.5856 0.2247 -2.9671
O -1.9324 -0.6623 -2.0282
C -0.6868 -1.1213 -2.4809
C 0.1859 -1.4880 -1.2716
C -0.2311 -2.8524 -0.7287
O 0.2764 -3.8984 -0.8981
O -1.3500 -2.5741 0.0895
C -0.9815 -1.3319 0.7802
S -2.4893 -0.2924 0.8214
P -0.6327 -1.9905 2.5493
C 0.1727 -0.7788 3.6338
C -2.2575 -2.3178 3.3556
C 0.0952 -0.5925 -0.0310
C 1.4927 -0.4908 0.5793
C 2.6007 0.0233 -0.3814
C 3.4652 1.1265 0.2480
C 3.6106 2.3710 -0.6321
O 3.4919 3.5224 0.1903
C 2.4103 4.2766 -0.0466
O 1.9464 5.0341 0.7691
P -0.7954 1.0273 -0.2496
O -0.5680 1.9120 0.9893
Br -0.2408 2.2045 -1.9376
H -4.6036 0.9253 -2.9407
H -3.9552 0.5635 -1.3208
H -3.4890 2.0047 -2.2201
H -2.9498 -0.3792 -3.7887
H -1.8941 0.9558 -3.3760
H -0.1589 -0.4267 -3.1225
H -0.8119 -2.0288 -3.0679
H 1.1577 -1.6785 -1.7059
H -3.3912 -1.0917 0.1978
H -0.1851 -0.8857 4.6502
H 0.0057 0.2363 3.2977
H 1.2344 -0.9743 3.6352
H -2.9370 -2.9000 2.7346
H -2.0903 -2.8056 4.3095
H -2.7572 -1.3829 3.5760
H 1.7999 -1.4677 0.9425
H 1.5042 0.1527 1.4452
H 3.2305 -0.8216 -0.6062
H 2.2216 0.3663 -1.3393
H 3.1502 1.3962 1.2472
H 4.4639 0.7326 0.3458
H 4.5539 2.3756 -1.1491
H 2.8500 2.3738 -1.4097
H 1.8986 4.1978 -1.0308
H 0.1705 2.5420 0.8601
Hf -0.2769 -4.2665 1.7851

=====

| no. | LUMO level (eV) | E_HOMO (eV) |
| --- | --- | --- |
| 1 | -9.9 | -14.988 |
| 2 | 0.1 | -9.388 |
| 3 | -16.5 | -20.073 |